(1)
{"formula": "C11H20N2O4S", "method": "ωB97M-V/def2-TZVPD", "species": ["S", "O", "O", "O", "O", "N", "N", "C", "C", "C", "C", "C", "C", "C", "C", "C", "C", "C", "H", "H", "H", "H", "H", "H", "H", "H", "H", "H", "H", "H", "H", "H", "H", "H", "H", "H", "H", "H"], "positions_angstrom": [[-2.096, 0.998, 0.309], [-2.837, -0.394, 0.238], [-3.086, 2.012, 0.274], [-0.996, 1.079, -0.597], [-1.486, 0.747, 1.754], [2.294, -0.825, -2.434], [0.866, 1.952, 3.450], [0.463, -0.781, 1.444], [1.925, 0.073, -3.046], [-1.377, -1.140, 3.181], [0.067, 0.920, -4.461], [1.478, -0.302, 2.492], [-1.884, -1.388, 0.754], [1.423, 1.211, -3.814], [-0.987, -2.319, 3.675], [1.703, 1.213, 2.510], [-1.006, -0.633, 1.803], [0.125, -0.208, -5.486], [-1.308, -1.711, -0.107], [0.092, 2.406, 2.997], [-0.249, -2.934, 3.183], [-1.981, -0.466, 3.772], [1.249, -0.684, 3.483], [-0.855, -0.364, -5.936], [0.433, -1.147, -5.025], [0.634, -1.846, 1.285], [1.337, 2.068, -3.143], [2.748, 1.390, 2.765], [2.157, 1.477, -4.577], [0.530, 1.356, 4.189], [-2.507, -2.158, 1.181], [-0.660, 0.674, -3.685], [-1.432, -2.682, 4.588], [0.829, 0.025, -6.286], [1.568, 1.591, 1.499], [2.425, -0.764, 2.208], [-0.285, 1.830, -4.947], [0.685, -0.274, 0.511]], "forces_ev_per_angstrom": [[-0.2, 0.5, -0.3], [0.6, -0.3, 0.0], [0.3, -0.2, 0.5], [-0.1, -0.3, -0.2], [0.0, 0.2, -0.1], [0.0, -0.1, 0.0], [0.2, 0.2, -0.2], [0.4, 0.1, 0.8], [0.0, 0.1, 0.0], [0.6, -0.5, 0.2], [-0.1, -0.2, -0.2], [0.2, 0.1, -0.7], [-0.7, 1.0, -0.7], [-0.1, 0.2, 0.0], [-0.4, 0.8, -0.3], [0.1, -0.3, 0.4], [-0.3, -0.5, 0.4], [0.0, 0.0, 0.1], [0.2, -0.3, 0.1], [-0.2, -0.1, 0.0], [-0.1, -0.2, -0.2], [-0.4, -0.1, -0.1], [-0.1, 0.0, 0.2], [0.0, 0.0, 0.0], [0.0, 0.0, 0.0], [-0.1, -0.1, -0.1], [0.0, 0.0, 0.1], [0.1, 0.0, 0.0], [0.1, -0.1, 0.0], [-0.1, 0.0, 0.1], [0.1, -0.2, 0.1], [0.0, 0.1, 0.1], [0.3, 0.0, 0.2], [0.0, 0.0, 0.0], [-0.1, 0.2, -0.1], [0.1, -0.1, 0.0], [0.0, 0.1, 0.1], [-0.2, -0.1, -0.3]], "lowdin_charge": [0.59, -0.18, -0.20, -0.23, -0.16, 0.14, 0.01, -0.13, -0.24, -0.09, -0.26, -0.18, -0.06, -0.19, 0.04, -0.27, -0.44, -0.11, 0.13, 0.05, 0.07, 0.12, 0.10, 0.07, 0.07, 0.13, 0.12, 0.10, 0.12, 0.06, 0.13, 0.10, 0.06, 0.07, 0.11, 0.11, 0.11, 0.11], "total_charge": 0, "e_homo_ev": -9.01}

=====

(2)
{"formula": "C4H5ClNS", "method": "ωB97M-V/def2-TZVPD", "species": ["Cl", "S", "N", "C", "C", "C", "C", "H", "H", "H", "H", "H"], "positions_angstrom": [[3.565, -1.411, 0.096], [2.227, 1.327, -0.130], [-0.439, -0.382, -0.405], [-1.524, -1.342, -0.099], [2.339, -0.254, 0.317], [0.595, 1.773, -0.119], [-0.497, 0.911, -0.140], [-1.467, 1.189, 0.095], [0.438, 2.836, 0.103], [-2.424, -0.657, 0.109], [-1.654, -2.211, -0.744], [-1.160, -1.781, 0.917]], "forces_ev_per_angstrom": [[-1.7, 1.8, 0.2], [0.6, -0.4, -0.2], [1.7, -0.5, -0.4], [0.4, 2.4, 2.8], [0.6, -1.4, -0.5], [-0.6, 0.5, 0.7], [0.5, -3.2, -0.6], [-1.8, 1.7, 0.5], [0.2, -0.4, -0.3], [0.7, -1.8, -0.4], [0.1, 0.6, -0.5], [-0.8, 0.7, -1.5]], "lowdin_charge": [0.75, 1.06, 0.02, -0.06, -0.75, -0.34, -0.21, 0.10, 0.10, 0.11, 0.08, 0.13], "total_charge": 1, "e_homo_ev": [-14.02, -13.59]}

=====

(3)
{"formula": "C6H12O", "method": "ωB97M-V/def2-TZVPD", "species": ["O", "C", "C", "C", "C", "C", "C", "H", "H", "H", "H", "H", "H", "H", "H", "H", "H", "H", "H"], "positions_angstrom": [[-0.002, -1.029, 0.987], [0.454, 0.052, 0.650], [-2.043, 0.285, 0.273], [-1.310, 1.162, -0.417], [2.831, -0.061, 0.169], [-2.168, -1.114, -0.111], [1.457, 0.124, -0.480], [-3.093, -0.657, -0.567], [-1.513, -1.483, -0.904], [-0.883, 0.897, -1.382], [-1.320, 2.207, -0.159], [2.865, -1.002, 0.729], [-2.415, -1.862, 0.647], [-2.640, 0.544, 1.142], [3.042, 0.755, 0.871], [1.433, 1.054, -1.059], [3.622, -0.073, -0.584], [1.236, -0.714, -1.150], [0.450, 0.914, 1.345]], "forces_ev_per_angstrom": [[0.9, 0.2, 0.3], [1.1, -0.8, 0.7], [1.0, 0.6, 0.5], [-1.1, 0.5, -0.4], [0.2, 0.0, 0.0], [-1.6, 0.4, -0.9], [0.0, -0.1, -0.1], [-0.6, -2.0, -0.6], [-0.2, 0.2, 0.3], [0.1, -0.1, 0.3], [0.0, 0.2, 0.0], [0.0, 0.1, -0.1], [0.1, 0.5, -0.2], [0.3, 0.3, 0.0], [0.0, -0.1, -0.1], [-0.1, -0.1, 0.3], [-0.1, 0.0, 0.1], [0.1, 0.1, 0.0], [-0.1, -0.1, -0.2]], "lowdin_charge": [-0.04, -0.37, -0.28, -0.06, -0.10, -0.10, -0.23, 0.11, 0.09, 0.08, 0.07, 0.08, 0.09, 0.13, 0.08, 0.11, 0.07, 0.12, 0.13], "total_charge": 0, "e_homo_ev": -8.99}

=====

(4)
{"formula": "C26H52ClF3NO13P2Si", "method": "ωB97M-V/def2-TZVPD", "species": ["Cl", "P", "P", "Si", "F", "F", "F", "O", "O", "O", "O", "O", "O", "O", "O", "O", "O", "O", "O", "O", "N", "C", "C", "C", "C", "C", "C", "C", "C", "C", "C", "C", "C", "C", "C", "C", "C", "C", "C", "C", "C", "C", "C", "C", "C", "C", "C", "H", "H", "H", "H", "H", "H", "H", "H", "H", "H", "H", "H", "H", "H", "H", "H", "H", "H", "H", "H", "H", "H", "H", "H", "H", "H", "H", "H", "H", "H", "H", "H", "H", "H", "H", "H", "H", "H", "H", "H", "H", "H", "H", "H", "H", "H", "H", "H", "H", "H", "H", "H"], "positions_angstrom": [[-1.176, -0.410, -4.610], [0.271, -1.343, -1.220], [-3.636, -2.077, -0.398], [1.599, 3.135, -3.765], [-2.207, 4.136, 0.752], [-0.160, 4.416, 0.236], [-1.656, 5.000, -1.142], [1.585, -4.140, 2.438], [2.651, -4.154, 4.424], [-2.989, 0.562, -1.591], [-1.114, -1.980, -0.277], [-0.699, 0.113, -1.504], [-3.282, 1.083, 2.718], [1.830, 3.601, 3.813], [1.054, 1.596, -3.444], [1.420, 5.798, 3.754], [2.279, -1.397, 2.257], [0.667, -5.166, 4.226], [3.550, 5.060, 3.793], [-3.381, -3.259, -1.246], [2.623, -2.869, -0.466], [1.138, -0.519, 0.291], [0.425, 3.749, 4.030], [-3.587, -0.120, 1.996], [-4.443, -0.985, 2.953], [1.767, 0.924, -2.377], [-2.064, -1.079, 0.058], [-2.187, -2.867, -4.452], [1.179, -5.538, 5.506], [0.967, -1.115, 1.694], [2.383, 4.840, 3.786], [1.589, -0.592, -2.388], [0.163, 5.150, 3.529], [-1.659, -1.751, -3.504], [-1.366, 4.056, -0.270], [1.197, -2.984, -0.823], [-1.821, 0.261, -0.793], [0.141, 4.209, -4.332], [2.393, 4.034, -2.302], [3.504, -3.472, -1.453], [-2.255, -0.802, 1.582], [2.242, -4.491, 5.750], [-1.669, 1.572, 0.046], [2.842, 3.052, -5.197], [-0.519, -2.352, -2.686], [-1.284, 2.694, -0.903], [1.629, -4.457, 3.582], [3.279, 4.540, -2.689], [-2.662, 1.813, 0.418], [1.380, -0.853, -3.422], [-4.229, -2.562, 0.792], [0.740, 0.495, 0.345], [2.611, 3.873, -5.876], [-2.127, -3.806, -3.904], [4.544, -3.220, -1.237], [2.578, -1.007, -2.201], [-0.135, 2.994, 3.483], [0.538, -0.395, 2.397], [3.864, 3.157, -4.844], [0.390, -5.525, 6.255], [2.842, -3.315, 0.414], [3.083, -4.867, 6.329], [-2.199, -1.774, 2.074], [-3.760, 0.589, -1.014], [-0.962, -3.224, -2.218], [-0.255, 2.541, -1.217], [0.402, -2.043, 1.755], [-4.217, -0.686, 3.975], [1.525, 1.426, -1.442], [1.737, 4.791, -1.875], [-0.633, 5.654, 4.073], [2.742, 3.395, -1.495], [0.680, -3.458, 0.010], [3.308, -3.056, -2.438], [2.836, 1.128, -2.558], [1.591, -6.547, 5.441], [-1.518, -2.955, -5.302], [0.035, 4.245, -5.412], [1.847, -3.597, 6.235], [0.328, 5.210, -3.943], [2.272, -2.276, 2.664], [0.218, -2.727, -3.402], [-0.981, 1.476, 0.880], [-3.217, -2.693, -4.753], [-0.063, 5.175, 2.464], [-0.769, 3.865, -3.845], [0.221, 3.641, 5.098], [-1.463, -0.188, 1.994], [1.140, -3.726, -1.624], [2.718, 2.102, -5.713], [3.407, -4.569, -1.483], [-1.893, 2.706, -1.802], [-5.496, -0.763, 2.810], [-2.867, 0.839, 3.555], [-4.197, 0.218, 1.160], [-2.524, -1.491, -2.910], [-4.581, -1.265, -1.079], [2.196, -0.363, 0.136], [-4.245, -2.047, 2.869]], "forces_ev_per_angstrom": [[-0.1, 0.3, 0.4], [2.1, -1.6, -1.8], [0.3, -0.5, -1.1], [-0.4, -0.1, -0.5], [-0.9, 0.3, 0.6], [0.6, 0.1, 0.5], [-0.7, 1.0, -0.8], [0.0, -0.3, 0.3], [-0.2, -0.1, 0.0], [0.3, -0.5, -1.0], [0.3, 0.6, 1.2], [-0.8, -0.6, -0.6], [-0.2, 0.5, -0.2], [0.0, 0.3, 0.0], [0.2, 0.5, 0.6], [0.1, -0.2, 0.1], [0.0, -0.1, 0.3], [0.2, 0.1, 0.0], [-0.1, 0.0, 0.0], [0.2, -0.5, -0.4], [0.4, 0.0, -0.4], [-1.4, 0.6, 0.7], [-0.2, -0.2, 0.0], [0.6, -0.3, 1.3], [0.1, 0.3, -0.3], [0.6, 0.1, -0.7], [-1.3, 0.7, 0.3], [0.4, 0.1, 0.6], [-0.1, -0.2, 0.2], [1.3, -0.2, 0.4], [0.1, 0.0, 0.0], [-0.2, 0.4, 0.1], [-0.3, 0.1, -0.1], [-0.2, -1.9, -0.9], [1.3, -1.0, -0.1], [0.7, -0.3, 0.4], [-0.4, 1.0, 1.7], [0.5, -0.3, 0.6], [0.1, -0.2, -0.1], [0.0, 0.2, 0.2], [-0.3, -0.4, -0.3], [0.1, 0.1, 0.3], [-0.9, -0.3, -0.4], [-0.4, 0.1, 0.6], [-0.6, 1.2, -0.1], [0.4, -0.1, 0.1], [-0.1, -0.1, -0.2], [0.0, 0.2, 0.0], [0.0, 0.0, 0.5], [-0.3, 0.0, -0.1], [-0.1, 0.7, 0.1], [0.0, 0.1, 0.0], [0.1, 0.0, -0.2], [-0.3, -0.1, 0.0], [0.1, -0.1, 0.2], [0.0, -0.2, 0.5], [0.2, -0.1, -0.1], [-0.3, 0.1, -0.2], [0.2, -0.1, -0.1], [-0.1, 0.1, -0.2], [-0.3, 0.2, 0.2], [0.1, 0.0, -0.2], [0.1, -0.1, 0.0], [0.2, 0.1, 0.0], [-0.1, -0.1, 0.1], [0.1, 0.1, -0.2], [-0.3, 0.1, -0.4], [0.1, -0.1, 0.1], [-0.1, -0.3, 0.2], [-0.1, 0.0, 0.0], [0.2, 0.1, 0.1], [0.0, -0.1, 0.0], [-0.2, 0.1, 0.1], [-0.2, -0.1, -0.2], [0.0, 0.0, 0.2], [0.0, 0.0, 0.0], [-0.1, 0.0, -0.3], [-0.2, 0.0, -0.1], [0.0, 0.0, 0.0], [0.0, 0.2, -0.2], [-0.1, 0.5, -0.5], [0.3, 0.2, 0.1], [0.1, 0.1, 0.0], [0.0, 0.1, -0.2], [0.0, 0.0, 0.0], [-0.2, -0.1, -0.2], [0.0, 0.0, 0.0], [0.2, 0.0, -0.2], [-0.3, 0.2, -0.2], [0.1, 0.0, -0.1], [0.0, 0.0, -0.3], [-0.2, -0.2, 0.0], [-0.2, -0.2, 0.0], [-0.1, -0.1, -0.2], [0.1, 0.0, -0.2], [0.2, 0.8, 0.2], [-0.2, 0.2, 0.7], [0.3, -0.4, -0.2], [-0.2, -0.1, -0.1]], "lowdin_charge": [0.62, 0.73, 0.81, 0.44, 0.14, 0.10, 0.15, 0.17, 0.07, -0.03, -0.26, -0.18, -0.07, 0.07, -0.26, 0.06, -0.11, 0.07, 0.16, -0.42, -0.15, -0.19, -0.12, -0.41, -0.06, -0.30, -0.48, -0.16, -0.12, -0.27, -0.56, -0.21, -0.12, -0.73, -0.65, -0.26, -0.53, -0.15, -0.15, -0.16, -0.12, -0.12, -0.08, -0.16, -0.28, -0.04, -0.54, 0.02, 0.10, 0.06, 0.02, 0.06, 0.02, 0.06, 0.07, 0.07, 0.13, 0.09, 0.02, 0.13, 0.07, 0.13, 0.12, 0.06, 0.06, 0.11, 0.09, 0.07, 0.08, 0.02, 0.13, 0.03, 0.07, 0.06, 0.11, 0.13, 0.05, 0.02, 0.13, 0.02, 0.02, 0.08, 0.11, 0.06, 0.11, 0.02, 0.13, 0.08, 0.07, 0.03, 0.07, 0.14, 0.08, 0.09, 0.12, 0.05, 0.02, 0.08, 0.05], "total_charge": -1, "e_homo_ev": -4.25}

=====

Record order is preserved below.
Energy above the lowest of the compared OMol25 structures with the same formula, charge and spin: 35.3, 114.5, 69.9, 0.0 kcal/mol